Molecular formula: C33H27BBrF11N7O12S3Zr
Method: DFT, ωB97M-V/def2-TZVPD

Structure (XYZ):
```
96
C33H27BBrF11N7O12S3Zr, DFT ωB97M-V/def2-TZVPD
Zr 2.1451 1.8679 -2.1771
F 6.1471 1.8644 1.8892
C 4.9166 2.0744 1.4065
F 4.0689 1.4124 2.2353
F 4.6443 3.3741 1.5363
S 4.6144 1.4620 -0.3491
O 3.1418 1.7172 -0.3257
O 4.9392 0.0713 -0.2104
N 5.5771 2.3554 -1.1392
S 5.1991 2.5947 -2.7637
O 6.2391 2.0295 -3.5754
O 4.0052 1.6311 -2.7746
C 6.0696 4.3450 -2.4959
F 5.8169 4.9376 -1.3272
F 7.3880 4.0583 -2.4834
F 5.9144 5.2732 -3.4422
C -2.1742 1.5565 3.8403
C -0.8274 0.8990 4.1374
N -0.0810 0.7003 2.8968
C 0.3541 1.8324 2.2671
C 0.6652 1.9165 0.9554
C 0.9767 3.3087 0.3407
O 0.8588 4.2617 1.0988
O 1.1971 3.3029 -0.9048
C 0.5200 0.7541 0.1316
O 0.5798 0.7447 -1.1045
C 0.2395 -0.4874 0.8396
C 0.2684 -1.6749 0.1085
C 0.0341 -2.8624 0.7379
F 0.0097 -4.0101 0.0207
C -0.2153 -2.9230 2.1112
C -0.2731 -1.7385 2.8285
C -0.0608 -0.4970 2.2115
N -0.3554 -4.1508 2.8047
C 0.2218 -5.3762 2.2882
C 0.4747 -6.2926 3.5161
N 0.3903 -5.4190 4.7223
C -1.0244 -5.0093 4.9580
C -1.5258 -4.4189 3.6133
H -2.7655 1.6399 4.7520
H -2.7289 0.9626 3.1138
H -2.0303 2.5504 3.4182
H -0.9947 -0.0546 4.6295
H -0.2356 1.5307 4.8014
H 0.4130 2.7328 2.8674
H 0.4652 -1.6275 -0.9599
H -0.4727 -1.7948 3.8894
H 1.1582 -5.1472 1.7835
H -0.4258 -5.8911 1.5717
H 1.4565 -6.7581 3.4665
H -0.2783 -7.0737 3.6038
H 0.8660 -4.5461 4.4488
H 0.8263 -5.8302 5.5440
H -1.0468 -4.2708 5.7582
H -1.6125 -5.8723 5.2638
H -2.0950 -3.5081 3.7734
H -2.1910 -5.1356 3.1157
O 4.2517 3.5924 -4.0841
S 3.0905 4.1972 -3.2707
O 2.8855 5.5690 -3.5900
O 1.8928 3.3634 -3.5616
O 3.4972 3.8920 -1.8813
Br -5.1235 -0.3412 2.8791
C -5.0726 -0.3472 0.9694
C -6.2252 -0.0496 0.2656
C -6.1937 -0.0890 -1.1117
C -5.0201 -0.4199 -1.8175
C -3.8582 -0.6969 -1.0607
C -3.8919 -0.6728 0.3203
N -5.1463 -0.7127 -3.1530
N -4.2461 -0.7391 -4.0452
C -3.0861 -0.0456 -4.0312
C -2.0816 -0.5397 -4.8929
C -0.7763 -0.1340 -4.8257
C -0.3555 0.8418 -3.8869
O 0.8700 1.0915 -3.6829
C -1.4334 1.5657 -3.2011
N -1.0629 2.6855 -2.5776
C -1.9760 3.4303 -2.0030
C -3.3422 3.1241 -2.0565
C -3.7455 1.9783 -2.6964
C -2.7747 1.1318 -3.2615
H -7.1362 0.2006 0.7925
H -7.0873 0.1345 -1.6795
H -2.9388 -0.9594 -1.5686
H -2.9989 -0.8989 0.8846
H -2.3721 -1.3520 -5.5475
H -0.0116 -0.6142 -5.4200
H -1.6157 4.3232 -1.5021
H -4.0657 3.8004 -1.6205
H -4.7963 1.7442 -2.7999
F 2.6751 -0.3395 -1.7085
B 2.5370 -1.1121 -2.9533
F 1.1657 -1.4302 -3.0104
F 3.2684 -2.2744 -2.8737
F 2.9127 -0.2893 -4.0003
```

The calculation puts the HOMO-LUMO gap at 4.05 eV. Its charge is -1. For the HOMO energy, the calculation gives -4.55 eV.

Löwdin population analysis, charges in e, atoms 1 to 4: 1.9428, 0.1241, -0.6287, 0.0886